(1)
{
  "formula": "C4H4N2O2",
  "method": "ωB97M-V with the def2-TZVPD basis set",
  "charge": 0,
  "homo_ev": -9.1,
  "orbital_gap_ev": 8.17,
  "smiles": "NN1C(=O)C=CC1=O",
  "species": ["N", "N", "C", "O", "C", "C", "C", "O", "H", "H", "H", "H"],
  "coordinates": [[-0.142, 2.103, 0.217], [-0.287, 0.723, 0.117], [1.165, 0.005, 0.076], [2.246, 0.533, 0.070], [0.828, -1.471, 0.161], [-0.479, -1.583, 0.315], [-1.200, -0.281, 0.172], [-2.393, -0.065, 0.062], [0.854, 2.274, 0.061], [-0.339, 2.498, 1.179], [1.671, -2.051, 0.380], [-1.046, -2.529, 0.269]],
  "forces_ev_per_a": [[-1.182, 1.481, 0.810], [6.644, -2.079, 0.299], [-2.142, 0.193, 0.764], [-1.877, -0.015, -0.165], [-0.115, 2.731, 0.708], [-0.615, -1.531, -1.236], [-1.694, 2.368, -0.524], [0.243, -1.118, 0.488], [-0.290, -0.049, -0.139], [0.087, -1.137, -1.253], [0.685, -1.552, -0.313], [0.256, 0.707, 0.562]]
}

(2)
{
  "formula": "C4H4N2O3S2",
  "method": "ωB97M-V with the def2-TZVPD basis set",
  "charge": 0,
  "homo_ev": -9.0,
  "orbital_gap_ev": 8.70,
  "smiles": "CN1ON=C2[C@@H]1SO[C@@]21OS1",
  "species": ["C", "N", "O", "N", "C", "C", "S", "O", "C", "O", "S", "H", "H", "H", "H"],
  "coordinates": [[1.108, -1.802, -1.380], [0.478, -0.524, -1.115], [-0.924, -0.644, -1.427], [-1.661, 0.024, -0.559], [-0.890, 0.506, 0.344], [0.512, -0.020, 0.188], [1.550, 1.432, 0.517], [0.354, 2.178, 1.507], [-0.905, 1.640, 1.343], [-1.938, 2.496, 1.256], [-2.117, 1.649, 2.707], [0.335, -2.289, -1.944], [2.058, -1.431, -1.927], [1.333, -2.321, -0.483], [0.705, -0.895, 0.972]],
  "forces_ev_per_a": [[1.232, 2.427, -1.442], [0.224, 0.701, -0.197], [-0.756, -1.275, -0.952], [0.042, 1.803, 1.347], [1.003, 0.150, 0.226], [0.270, -1.512, 2.062], [-0.288, 0.132, 0.223], [-0.277, -0.595, -0.221], [-0.893, -0.933, -0.302], [-0.360, 1.356, -1.072], [0.506, -0.681, 0.738], [0.490, -0.844, -0.786], [-1.392, -1.728, 0.527], [0.290, -0.686, 0.923], [-0.093, 1.686, -1.074]]
}

(3)
{
  "formula": "C4H4N2S",
  "method": "ωB97M-V with the def2-TZVPD basis set",
  "charge": 0,
  "homo_ev": -9.0,
  "orbital_gap_ev": 8.57,
  "smiles": "CC1=NN=C=CS1",
  "species": ["C", "C", "N", "N", "C", "C", "S", "H", "H", "H", "H"],
  "coordinates": [[0.083, 1.001, -0.498], [-0.605, -0.346, -0.058], [-1.789, -0.340, 0.347], [-2.425, -1.557, 0.488], [-1.637, -2.309, 1.029], [-0.413, -2.750, 0.904], [0.286, -1.941, -0.512], [-0.600, 1.422, -1.241], [1.039, 0.930, -0.927], [-0.126, 1.706, 0.256], [0.141, -3.196, 1.722]],
  "forces_ev_per_a": [[-3.294, -1.710, -0.317], [2.144, 0.564, -2.329], [-0.302, 2.372, 0.618], [-1.481, -0.076, -0.142], [0.276, -1.671, -0.338], [0.836, -0.604, 0.804], [-0.648, 0.704, 1.083], [0.152, -0.345, -0.502], [1.302, -0.137, 0.065], [0.765, 0.792, 1.429], [0.249, 0.112, -0.369]]
}

(4)
{
  "formula": "C4H4N2S",
  "method": "ωB97M-V with the def2-TZVPD basis set",
  "charge": 0,
  "homo_ev": [-8.7, -8.9],
  "orbital_gap_ev": [7.61, 7.51],
  "species": ["C", "C", "C", "C", "N", "N", "S", "H", "H", "H", "H"],
  "coordinates": [[-3.035, -0.266, -0.152], [-2.524, 0.915, -0.375], [-0.478, -0.514, 0.249], [0.987, -0.638, 0.389], [-2.575, -1.384, 0.212], [-1.238, -1.488, 0.029], [-1.144, 1.226, 0.572], [-3.543, 2.324, -1.418], [1.229, -0.722, 1.453], [1.495, 0.237, -0.004], [1.324, -1.541, -0.114]],
  "forces_ev_per_a": [[0.822, -0.430, -0.287], [-1.886, 2.651, -0.792], [-0.458, 1.461, 0.457], [0.353, -0.026, 0.048], [-2.284, 0.169, 0.509], [1.600, -1.072, -0.638], [0.116, -0.790, -0.411], [1.556, -1.943, 1.244], [0.029, 0.003, -0.061], [0.107, -0.017, -0.073], [0.045, -0.006, 0.005]]
}

(5)
{
  "formula": "C4H4N2S",
  "method": "ωB97M-V with the def2-TZVPD basis set",
  "charge": 0,
  "homo_ev": [-6.7, -9.8],
  "orbital_gap_ev": [6.35, 7.50],
  "multiplicity": 3,
  "species": ["C", "C", "C", "C", "N", "N", "S", "H", "H", "H", "H"],
  "coordinates": [[-0.314, -2.057, 1.071], [0.038, -0.780, 0.794], [-0.686, -0.042, -1.378], [0.761, 1.410, 0.461], [-0.657, -3.156, 1.177], [0.606, 0.235, 1.167], [-0.584, 1.585, -0.881], [0.124, -0.445, -1.963], [-1.668, -0.456, -1.522], [0.645, 2.280, 1.105], [1.736, 1.426, -0.032]],
  "forces_ev_per_a": [[0.355, 0.770, 0.446], [0.666, -0.417, 1.061], [-0.419, 1.124, -1.746], [-0.346, 1.505, -2.067], [-0.403, -1.053, -0.095], [-0.287, -1.531, 1.198], [0.188, 0.030, 0.919], [0.311, -0.459, 0.290], [-0.188, -0.027, -0.096], [0.121, -0.045, -0.027], [0.001, 0.106, 0.118]]
}

(6)
{
  "formula": "C4H4N3O4",
  "method": "ωB97M-V with the def2-TZVPD basis set",
  "charge": -1,
  "homo_ev": [-5.4, -5.4],
  "orbital_gap_ev": [8.81, 8.81],
  "species": ["C", "C", "C", "C", "N", "N", "N", "O", "O", "O", "O", "H", "H", "H", "H"],
  "coordinates": [[0.174, 1.296, 0.147], [-0.414, -1.961, 0.696], [-0.557, -2.260, 2.275], [-0.062, 1.587, -1.209], [-0.150, 2.074, 1.107], [0.159, -1.632, -0.225], [0.262, 0.865, -2.281], [-1.298, -3.168, 2.590], [-0.096, 1.130, -3.409], [0.015, -1.351, 2.866], [0.937, -0.342, -2.130], [0.997, 0.478, 0.276], [-0.766, 2.315, -1.530], [0.239, 1.900, 2.011], [0.559, -0.930, -1.185]],
  "forces_ev_per_a": [[3.899, -1.024, 1.679], [0.106, -0.770, 1.967], [-1.396, 1.077, 0.802], [-1.138, -0.209, -1.846], [-1.148, 0.640, -1.227], [0.036, -0.146, -1.245], [0.237, -2.263, 2.014], [0.246, -0.686, -0.280], [0.125, 0.475, -1.046], [0.508, -0.306, -0.323], [-0.444, 1.221, 0.302], [-1.596, 1.188, 0.108], [-0.262, 0.915, 0.218], [0.312, -0.885, 0.293], [0.515, 0.774, -1.416]]
}

(7)
{
  "formula": "C4H4N4",
  "method": "ωB97M-V with the def2-TZVPD basis set",
  "charge": 0,
  "homo_ev": -8.3,
  "orbital_gap_ev": 9.09,
  "smiles": "c1cc2[nH]ncn2n1",
  "species": ["C", "C", "C", "N", "N", "C", "N", "N", "H", "H", "H", "H"],
  "coordinates": [[-1.917, -0.240, 0.067], [-1.211, 1.068, -0.077], [0.133, 0.635, -0.052], [1.464, 0.922, 0.188], [2.265, -0.367, 0.099], [1.324, -1.228, -0.146], [0.101, -0.676, -0.183], [-1.286, -1.372, 0.075], [-2.912, -0.369, 0.460], [-1.669, 2.045, -0.267], [2.074, 1.843, -0.254], [1.634, -2.261, 0.090]],
  "forces_ev_per_a": [[-0.869, 2.180, 0.795], [-0.409, -1.605, 0.330], [-0.557, 1.302, -0.619], [3.362, 2.072, -2.074], [-1.941, 2.420, -0.735], [2.222, -0.466, 2.241], [-2.109, -5.261, 0.546], [4.257, 2.808, -1.258], [-0.697, 0.481, -0.621], [0.421, -0.635, 0.548], [-2.721, -3.651, 1.770], [-0.959, 0.355, -0.920]]
}

(8)
{
  "formula": "C4H4N4",
  "method": "ωB97M-V with the def2-TZVPD basis set",
  "charge": 0,
  "homo_ev": -9.0,
  "orbital_gap_ev": 8.87,
  "smiles": "[H]/N=c1/cnccnn1",
  "species": ["H", "N", "C", "C", "N", "C", "C", "N", "N", "H", "H", "H"],
  "coordinates": [[2.449, -1.091, 0.654], [2.226, -0.117, 0.776], [1.330, 0.101, -0.088], [0.471, 1.189, -0.600], [-0.679, 1.500, -0.223], [-1.299, 0.467, 0.435], [-1.307, -0.918, 0.451], [-0.396, -1.433, -0.618], [0.604, -0.814, -0.958], [0.985, 1.887, -1.040], [-2.307, 0.938, 0.663], [-2.079, -1.708, 0.549]],
  "forces_ev_per_a": [[0.358, -0.888, 0.477], [-0.669, 0.951, -1.403], [-2.899, -0.647, 0.023], [2.765, -0.806, 3.183], [-1.447, -2.337, 0.757], [-5.712, 0.956, 1.208], [3.369, -0.257, -3.792], [-3.066, 0.336, 2.135], [3.453, -1.285, -0.618], [2.690, 3.739, -3.573], [0.940, -1.132, 0.786], [0.218, 1.371, 0.817]]
}

(9)
{
  "formula": "C4H4N4",
  "method": "ωB97M-V with the def2-TZVPD basis set",
  "charge": 0,
  "homo_ev": -8.7,
  "orbital_gap_ev": 8.95,
  "species": ["C", "C", "C", "C", "H", "H", "H", "H", "N", "N", "N", "N"],
  "coordinates": [[0.063, -0.014, 0.818], [-0.088, 0.551, -0.492], [-0.029, -0.245, -1.801], [0.065, -1.176, -2.631], [0.905, -1.348, 2.320], [1.679, -1.275, 0.420], [-1.547, 2.602, 1.273], [-0.042, -2.591, -2.961], [0.837, -1.145, 1.129], [-0.397, 0.939, 1.660], [-0.736, 1.929, 0.785], [-0.710, 1.772, -0.520]],
  "forces_ev_per_a": [[1.310, 1.497, -0.452], [-1.118, -1.477, -4.574], [0.722, -2.122, 0.123], [-0.699, -2.517, 1.904], [0.299, 0.898, -5.188], [-2.313, 0.215, 2.716], [3.150, -2.000, -2.160], [0.417, 5.652, 0.852], [0.616, -0.333, 2.294], [0.597, -0.502, -2.140], [-4.805, 3.817, 4.304], [1.824, -3.128, 2.321]]
}

(10)
{
  "formula": "C4H4N4",
  "method": "ωB97M-V with the def2-TZVPD basis set",
  "charge": 0,
  "homo_ev": -8.8,
  "orbital_gap_ev": 8.68,
  "smiles": "N#C/C=C1\\N=CNN1",
  "species": ["N", "C", "C", "C", "N", "C", "N", "N", "H", "H", "H", "H"],
  "coordinates": [[3.345, 0.609, 0.249], [2.399, -0.106, -0.102], [1.216, -0.796, -0.087], [-0.040, -0.310, -0.030], [-0.483, 1.058, -0.265], [-1.807, 1.023, 0.041], [-2.432, -0.161, 0.178], [-1.203, -1.116, 0.006], [1.329, -1.921, 0.128], [-2.275, 2.063, -0.242], [-3.015, -0.338, 1.037], [-1.242, -1.407, -1.034]],
  "forces_ev_per_a": [[-5.683, -4.703, -2.795], [7.100, 6.397, 3.025], [-1.996, -3.588, 0.744], [-0.806, 2.542, -1.059], [-2.465, -1.520, 2.050], [3.418, 4.131, -2.978], [1.985, -1.880, 0.452], [-1.811, -1.010, -1.269], [-0.286, 1.792, -0.476], [0.156, -2.319, 1.353], [1.066, -0.012, -1.212], [-0.678, 0.169, 2.166]]
}

Results for energy above the lowest of the compared OMol25 structures with the same formula, charge and spin: 63.7; 82.8; 97.0; 181.3; 48.6; 109.0; 79.3; 119.3; 146.3; 78.0 (in kcal/mol, following the order of the records).